No. 1
# C27H21N6O4Pb

C27H21N6O4Pb as an isolated structure (ωB97M-V with the def2-TZVPD basis set, the Open Molecules 2025 dataset).

The geometry in ORCA input format:
```
! RIJCOSX wB97M-V def2-TZVPD def2/J DEFGRID3
* xyz 1 1
H 1.962 -0.869 5.599
C 0.293 -0.252 -4.390
H 0.752 -0.671 -6.457
N 0.214 -0.042 1.501
H -5.669 -0.951 3.328
C -3.801 -0.008 2.820
H -4.088 -1.552 1.354
H 5.356 0.408 4.908
C -5.249 0.049 3.218
C 2.142 -0.541 4.583
H -0.826 1.521 3.389
O -1.821 2.094 -9.065
N 2.546 0.164 -0.533
C -2.860 0.850 3.377
O -0.292 0.368 -9.305
C -1.099 -0.072 1.992
C 2.606 0.254 1.925
H -1.686 -4.696 -1.184
C -1.218 1.445 -3.919
H -0.499 -2.563 -2.435
H -5.830 0.568 2.454
H 5.025 2.117 -1.483
C 3.325 0.660 -1.477
C 1.259 -0.053 2.338
H 5.087 -1.330 4.968
C -1.586 -3.686 -0.827
C 4.279 1.552 -0.953
C -2.058 -0.917 1.410
H 4.643 0.336 2.502
O -2.683 3.153 -3.281
H 4.514 2.104 1.184
N -1.051 -1.507 -0.726
C 3.631 0.148 2.838
C -1.056 1.230 -9.167
C 4.605 -0.358 5.101
C -0.976 -2.602 -1.468
N 2.998 0.706 0.630
C -2.040 -3.172 0.362
C 4.040 1.555 0.389
H -2.038 2.539 -5.556
Pb -0.051 0.707 -0.951
H 4.291 -0.285 6.141
H -5.380 0.584 4.157
C 1.101 -0.467 3.699
H 0.116 -0.770 4.021
H -2.559 -3.635 1.185
C -3.374 -0.890 1.830
O -1.910 1.800 -1.666
C -2.014 2.219 -2.885
N -1.696 -1.868 0.407
H -3.168 1.566 4.128
H 0.949 -1.020 -3.991
C -1.538 0.821 2.971
C 0.199 -0.062 -5.755
C -0.648 0.955 -6.130
N -0.393 0.477 -3.495
H 3.153 0.382 -2.506
C -1.370 1.736 -5.276
C 3.439 -0.229 4.171
*
```

Properties
Frontier orbital gap (alpha / beta) (eV): 6.30 / 7.70
HOMO energy (alpha / beta) (eV): -11.34 / -10.94
DFT total energy (a.u.): -1863.583962

No. 2
# C27H22BN9Ta

C27H22BN9Ta as an isolated structure (ωB97M-V with the def2-TZVPD basis set, the Open Molecules 2025 dataset).

The geometry in ORCA input format:
```
! RIJCOSX wB97M-V def2-TZVPD def2/J DEFGRID3
* xyz 3 1
H -4.015 -0.676 -2.198
H -3.380 -3.072 2.603
N 0.886 0.715 1.888
C -1.907 -1.567 -4.690
N -0.330 -1.959 2.274
N -0.966 -1.302 1.260
C -1.555 2.530 -0.250
C -0.678 -1.142 -4.125
H -5.351 3.124 -0.430
H 1.715 3.015 -0.159
C 1.103 1.917 2.499
C -0.686 -0.613 -2.835
C -2.049 3.817 -0.045
H -1.445 5.874 0.228
C -4.281 2.973 -0.380
C -1.892 -0.422 -2.143
C 1.898 0.367 3.820
H -1.914 -1.990 -5.687
C -3.761 1.686 -0.654
H 2.331 -0.219 4.618
H 3.795 -3.836 -0.812
C -1.102 4.855 0.089
B 1.181 -1.737 2.512
C 3.099 -3.165 -0.337
C 2.838 -3.038 1.023
H -3.850 5.013 0.077
C -2.463 -2.583 2.316
C 1.667 -0.568 -4.236
C -3.452 4.020 -0.091
N 1.902 -2.117 1.205
N -1.691 0.284 -0.914
C -2.416 1.473 -0.583
H -0.896 -3.329 3.751
C -2.273 -1.692 1.295
C -1.207 -2.724 2.910
N 0.466 -0.178 -2.208
C 1.595 -0.126 -2.918
C 2.258 -2.270 -0.940
C 0.660 3.259 -0.137
H 0.758 2.836 2.070
H 0.985 5.367 0.043
C 0.244 4.581 -0.004
C -3.071 -0.806 -2.710
H -4.449 0.889 -0.901
Ta 0.059 0.033 -0.021
H -4.012 -1.718 -4.422
C 0.549 -1.117 -4.821
H 2.605 -0.491 -4.769
H 0.593 -1.499 -5.835
H 2.476 0.260 -2.419
H 2.122 -2.107 -1.990
N -0.203 2.244 -0.218
H -2.978 -1.301 0.582
H 1.577 -2.384 3.432
C 1.744 1.743 3.695
H 3.255 -3.566 1.868
N 1.381 -0.230 2.755
H 2.045 2.504 4.396
N 1.523 -1.593 -0.009
C -3.070 -1.408 -3.990
*
```

Properties
Frontier orbital gap (eV): 6.81
HOMO energy (eV): -17.34
DFT total energy (a.u.): -1616.035008
Relative energy (zero: lowest compared OMol25 entry of this formula, charge and spin) (eV): 0.1903

No. 3
# C27H22F5O2PS4TcTe2

C27H22F5O2PS4TcTe2 as an isolated structure at a distorted geometry (ωB97M-V with the def2-TZVPD basis set, the Open Molecules 2025 dataset).

The geometry in ORCA input format:
```
! RIJCOSX wB97M-V def2-TZVPD def2/J DEFGRID3
* xyz 0 2
H -3.321 -2.821 0.198
H 4.287 -4.110 -0.731
C 2.479 -0.198 3.882
C -0.561 1.474 1.452
H -0.169 -2.854 0.967
C -0.578 -2.506 -2.880
C 2.489 -4.813 0.195
C 3.672 2.194 -2.496
S -0.354 1.383 -2.215
Tc -1.277 0.327 -0.237
H -0.022 2.779 5.123
C 0.469 0.952 2.285
H -2.664 3.850 1.712
H 2.410 1.991 0.634
F -4.834 3.354 0.895
F -2.412 -0.515 1.106
Te -2.314 -1.590 -1.975
C 2.287 -0.648 2.571
H -0.185 -1.777 -3.585
S -3.316 1.307 -0.965
H -1.847 -3.687 -0.305
H -1.704 3.807 3.666
C 3.217 0.984 -2.998
S -4.319 2.364 -3.614
H 0.173 -2.743 -2.128
O -2.268 3.112 1.218
C -1.755 1.838 -3.105
H 3.737 3.487 -0.785
F -5.879 1.153 0.469
H 2.834 -5.833 0.268
H -3.386 -3.962 -1.162
H 0.601 -5.220 1.126
C 3.391 2.546 -1.185
S -1.599 2.318 -4.783
H 1.836 1.141 5.404
F -5.606 0.927 2.866
H 3.422 0.704 -4.021
H -0.865 -3.407 -3.413
C 2.455 0.146 -2.205
C -1.287 2.528 1.982
C 0.792 -3.164 0.573
H 2.053 -0.771 -2.613
F -4.060 2.821 3.150
C 1.692 0.800 4.391
C 0.679 1.401 3.615
C 1.605 -2.192 -0.006
C -2.771 -3.230 -0.646
Te -4.297 1.605 1.569
P 0.972 -0.487 0.067
C -3.323 2.651 -5.057
C 3.302 -3.846 -0.375
C 2.650 1.700 -0.379
H 4.223 2.870 -3.132
C 1.309 -0.077 1.794
C -3.007 1.856 -2.575
C 2.870 -2.534 -0.473
H 3.516 -1.780 -0.897
C -1.083 3.003 3.295
C -0.143 2.435 4.106
H 3.251 -0.646 4.487
C 1.232 -4.470 0.671
O -3.766 3.023 -6.098
C 2.171 0.497 -0.886
H 2.903 -1.447 2.186
*
```

Properties
Frontier orbital gap (alpha / beta) (eV): 5.65 / 5.63
HOMO energy (alpha / beta) (eV): -7.81 / -7.96
Expectation value of S²: 0.957
DFT total energy (a.u.): -4242.881390
Relative energy (zero: lowest compared OMol25 entry of this formula, charge and spin) (eV): 0.0000

No. 4
# C27H22N5O7ReS2

C27H22N5O7ReS2 as an isolated structure (ωB97M-V with the def2-TZVPD basis set, the Open Molecules 2025 dataset).

The geometry in ORCA input format:
```
! RIJCOSX wB97M-V def2-TZVPD def2/J DEFGRID3
* xyz 1 4
H -2.338 -8.818 -0.444
N -0.457 -2.441 -1.043
C 7.191 2.514 2.994
N -0.859 -4.875 1.329
C 0.150 -1.460 -3.555
C -1.641 -6.937 0.283
O 1.885 0.434 2.009
C -0.593 2.757 3.269
C -2.671 0.531 0.332
O 3.498 0.761 -2.242
C 4.240 1.159 0.229
N -0.065 -1.233 -1.121
C -2.573 2.358 2.016
H -0.634 1.279 -1.703
H -2.426 3.832 3.574
C -1.314 -6.215 1.421
H 5.683 4.005 1.294
C -0.116 -0.673 -2.444
H -3.609 2.551 1.783
C 4.923 0.227 0.996
H -0.005 3.248 4.030
O 2.100 1.954 3.637
C -1.912 3.065 3.011
H -0.701 2.294 -3.945
C 6.170 2.039 2.000
C 4.503 2.519 0.318
C -1.413 -6.769 2.690
C -0.421 0.674 -2.576
C -0.194 0.468 -4.956
C -0.463 1.245 -3.838
H 3.964 3.231 -0.294
H -1.153 -6.184 3.564
H 8.060 1.858 3.011
C -0.410 -2.996 0.187
H 0.327 -1.482 -5.683
O -3.707 1.202 -0.181
H -0.216 0.915 -5.940
H -0.500 -4.436 2.175
H -2.524 -9.835 1.800
H 6.762 2.518 3.998
C -2.080 -8.242 0.434
C 5.890 0.680 1.874
N -0.861 -4.239 0.213
O 1.746 1.403 -0.605
S 3.033 0.645 -0.911
H 7.526 3.525 2.770
C -1.905 1.372 1.315
H 4.695 -0.827 0.917
H -1.928 -8.517 3.807
C 5.469 2.947 1.210
C -2.183 -8.815 1.696
S 0.209 -2.133 1.580
H -1.554 -6.482 -0.692
C 0.021 1.775 2.513
H 6.433 -0.034 2.480
N -0.606 1.087 1.545
Re 0.829 -0.196 0.450
H -4.192 0.592 -0.759
C -1.849 -8.077 2.822
O 2.578 -0.761 -0.485
O -2.418 -0.614 0.090
C 1.460 1.407 2.785
C 0.110 -0.880 -4.812
H 0.394 -2.505 -3.428
*
```

Properties
Frontier orbital gap (alpha / beta) (eV): 6.72 / 6.23
HOMO energy (alpha / beta) (eV): -10.46 / -10.76
Expectation value of S²: 3.904
DFT total energy (a.u.): -2717.049383
Relative energy (zero: lowest compared OMol25 entry of this formula, charge and spin) (eV): 0.0000

No. 5
# C27H23AuF2N12OS2

C27H23AuF2N12OS2 as an isolated structure (ωB97M-V with the def2-TZVPD basis set, the Open Molecules 2025 dataset).

The geometry in ORCA input format:
```
! RIJCOSX wB97M-V def2-TZVPD def2/J DEFGRID3
* xyz 2 1
H -7.190 0.958 2.826
H 2.471 1.046 1.653
C -4.541 3.430 4.133
C -2.454 2.157 -0.882
F -1.915 -1.621 -0.739
H 3.118 2.054 -2.847
N -3.540 5.007 5.753
C -1.052 -1.000 -1.556
C 0.411 6.620 5.179
N -1.859 1.204 -0.098
N 0.966 2.094 0.509
C 1.704 -2.451 0.266
C -3.529 4.349 4.649
N -2.346 5.707 5.807
C 0.786 3.407 0.392
H 1.458 1.740 -2.582
N 1.842 -0.268 -0.962
H -5.733 3.562 5.903
C -4.393 2.859 2.871
H 4.519 -1.971 0.055
H 3.158 6.954 3.230
N -1.416 -3.552 1.432
H -1.769 -4.465 1.653
C 3.811 -1.294 -0.391
H 3.193 -4.057 0.288
N -3.707 2.325 -0.584
C 0.107 5.504 3.066
H -2.070 -2.797 1.343
C -6.587 2.223 4.446
S 0.977 -4.714 1.102
N -3.935 1.435 0.408
S 4.348 0.081 -1.281
C 1.673 7.017 4.774
C -0.377 5.862 4.315
C 1.892 5.475 1.313
C -5.342 1.966 2.400
H -2.753 0.004 1.455
H -1.953 2.700 -1.666
C -6.441 1.650 3.193
N 2.521 3.145 1.707
H -0.382 -1.712 -2.034
H -3.535 3.135 2.270
H -5.552 0.295 1.066
C -1.704 5.418 4.733
H -5.932 1.855 0.333
H 0.019 3.901 -0.183
C -5.639 3.114 4.923
C -5.263 1.344 1.024
H 2.285 7.613 5.437
H 1.362 5.991 0.512
C 2.469 -1.354 -0.322
H 0.024 6.880 6.154
H -0.524 4.919 2.407
O -2.395 4.561 3.934
H -7.446 1.972 5.052
Au -0.031 0.426 -0.491
N 1.709 4.033 1.101
C -0.141 -3.386 1.020
H 2.956 5.680 1.221
C 2.163 6.647 3.527
C 2.051 1.987 1.336
C 1.380 5.889 2.671
C -2.836 0.766 0.698
F -1.767 -0.327 -2.473
C 2.726 0.541 -1.543
N 0.369 -2.270 0.568
C 2.200 -3.687 0.483
N 2.409 1.631 -2.270
*
```

Properties
Frontier orbital gap (eV): 6.43
HOMO energy (eV): -12.84
DFT total energy (a.u.): -2906.314820
Relative energy (zero: lowest compared OMol25 entry of this formula, charge and spin) (eV): 0.0000

No. 6
# C27H23CoN3O7

C27H23CoN3O7 as an isolated structure at a distorted geometry (ωB97M-V with the def2-TZVPD basis set, the Open Molecules 2025 dataset).

The geometry in ORCA input format:
```
! RIJCOSX wB97M-V def2-TZVPD def2/J DEFGRID3
* xyz 1 5
H 2.145 -3.189 2.587
H 0.045 4.320 0.615
O -5.774 -4.725 3.102
C 1.755 -1.500 -0.911
O -1.280 1.246 -0.834
H -1.518 -0.590 4.198
C -1.415 -0.717 3.110
H -3.913 2.318 0.765
C -2.854 2.817 -1.622
C 2.389 -1.810 -2.122
H 5.387 2.837 -3.928
O -4.936 -3.751 4.831
H 3.192 -5.023 -1.495
H -2.802 2.407 -2.628
C -2.338 1.823 -0.634
Co -0.087 0.096 0.651
H -3.595 0.595 0.538
H -2.189 3.679 -1.601
C 2.126 -3.762 -0.145
H 1.243 5.816 -0.944
H 2.481 -1.030 -2.861
C 1.913 2.000 -1.055
H 2.040 -4.531 0.605
C -3.183 -2.371 3.344
H 3.949 1.304 -2.621
O -0.602 0.016 2.529
C 1.082 2.553 0.008
C -4.056 -3.513 1.409
C -2.275 -1.681 2.526
C -2.243 -1.909 1.101
H 3.151 6.187 -2.489
C -4.058 -3.272 2.796
N 1.400 -0.217 -0.580
C 2.767 -4.044 -1.343
C 3.767 2.368 -2.628
H 0.701 -2.348 3.208
O -1.441 -1.304 0.318
C 2.715 2.873 -1.848
C 0.782 3.936 -0.073
H -2.459 1.562 1.468
C 2.486 4.269 -1.781
H 3.414 -3.295 -3.246
O 1.036 -2.062 1.239
H -4.763 -4.230 1.018
C -3.186 -2.854 0.590
H -3.181 -3.039 -0.472
O 0.655 1.778 0.926
H -3.864 3.140 -1.403
H 0.506 -3.814 2.217
H -3.204 -2.188 4.409
C 1.108 -2.913 2.371
N 1.920 0.717 -1.300
C 4.573 3.228 -3.337
C 1.612 -2.495 0.083
C 1.455 4.758 -0.932
C 3.314 5.120 -2.528
C 2.902 -3.070 -2.326
C 4.347 4.607 -3.283
H 4.990 5.269 -3.842
N -4.997 -3.973 3.642
C -3.133 1.581 0.609
*
```

Properties
Frontier orbital gap (alpha / beta) (eV): 6.69 / 5.13
HOMO energy (alpha / beta) (eV): -11.03 / -11.00
Expectation value of S²: 6.079
DFT total energy (a.u.): -3116.070543
Relative energy (zero: lowest compared OMol25 entry of this formula, charge and spin) (eV): 1.0308